(1)
{"formula": "C23H41CuN8SSi2", "method": "the ωB97M-V functional and the def2-TZVPD basis", "multiplicity": 2, "total_energy_ev": -107672.2027, "charge": -1, "largest_force_ha_per_bohr": 0.010, "relative_energy_kj_mol": 0.0, "species": ["Cu", "N", "C", "S", "N", "N", "C", "C", "C", "C", "C", "C", "N", "H", "H", "H", "H", "H", "H", "H", "C", "Si", "C", "C", "N", "C", "C", "C", "C", "C", "C", "N", "Si", "C", "C", "C", "H", "H", "H", "H", "H", "H", "H", "H", "H", "H", "H", "H", "H", "H", "H", "H", "H", "H", "H", "H", "H", "H", "C", "C", "C", "C", "N", "N", "H", "H", "H", "H", "H", "H", "H", "H", "H", "H", "H", "H"], "coordinates": [[0.604, -0.042, 0.717], [-0.636, 0.841, 4.883], [-0.400, 0.542, 3.575], [1.065, 1.108, 2.881], [-1.367, -0.162, 3.011], [-1.095, -0.532, 1.734], [-2.021, -1.159, 1.115], [-1.785, -1.578, -0.268], [-2.468, -2.642, -0.847], [-2.097, -3.048, -2.118], [-1.063, -2.387, -2.765], [-0.456, -1.317, -2.121], [-0.829, -0.908, -0.918], [-0.017, 1.467, 5.360], [-1.512, 0.565, 5.288], [-2.950, -1.404, 1.624], [-3.244, -3.154, -0.294], [-2.594, -3.886, -2.590], [-0.722, -2.696, -3.743], [0.367, -0.769, -2.565], [1.709, 3.445, 0.135], [1.774, 2.145, -1.235], [3.114, 2.832, -2.380], [0.208, 2.298, -2.300], [1.914, 0.567, -0.607], [2.704, -0.498, -1.032], [3.675, -0.406, -2.026], [4.411, -1.504, -2.468], [4.177, -2.742, -1.902], [3.229, -2.857, -0.890], [2.491, -1.771, -0.404], [1.584, -1.846, 0.636], [1.431, -3.264, 1.572], [0.710, -4.751, 0.635], [0.261, -3.081, 3.034], [3.060, -3.804, 2.372], [1.180, 4.347, -0.186], [2.731, 3.742, 0.382], [1.257, 3.077, 1.054], [2.843, 3.873, -2.582], [3.172, 2.313, -3.337], [4.105, 2.828, -1.924], [-0.104, 3.336, -2.453], [-0.621, 1.740, -1.869], [0.408, 1.870, -3.286], [3.876, 0.552, -2.474], [5.152, -1.376, -3.248], [4.722, -3.619, -2.231], [3.061, -3.836, -0.464], [-0.200, -4.443, 0.113], [0.436, -5.537, 1.345], [1.380, -5.185, -0.106], [-0.786, -3.050, 2.737], [0.462, -2.206, 3.650], [0.402, -3.972, 3.652], [3.829, -4.067, 1.648], [2.907, -4.660, 3.034], [3.445, -2.977, 2.971], [-4.679, 2.380, -0.756], [-3.391, 2.940, -0.159], [-2.796, 3.988, -1.106], [-3.680, 3.567, 1.202], [-2.511, 1.780, 0.041], [-1.220, 2.037, 0.549], [-5.402, 3.177, -0.933], [-5.116, 1.645, -0.081], [-4.479, 1.890, -1.712], [-3.474, 4.836, -1.218], [-2.614, 3.560, -2.094], [-1.849, 4.377, -0.727], [-4.455, 4.329, 1.111], [-2.791, 4.044, 1.617], [-4.017, 2.801, 1.902], [-2.384, 1.284, -0.836], [-1.258, 2.173, 1.553], [-0.773, 2.841, 0.116]], "atomic_forces_ev_per_a": [[0.48, -0.13, 0.11], [0.00, -0.02, -0.02], [0.02, 0.00, 0.07], [-0.13, -0.01, 0.03], [0.06, 0.04, -0.07], [-0.23, -0.05, 0.08], [0.05, -0.07, 0.04], [-0.06, 0.00, 0.07], [0.03, 0.04, -0.02], [0.01, 0.01, -0.02], [0.01, -0.02, -0.01], [-0.01, -0.03, -0.05], [-0.07, -0.01, -0.03], [0.00, 0.00, -0.02], [-0.01, 0.00, 0.01], [0.02, 0.01, -0.01], [-0.02, -0.01, 0.02], [0.00, 0.00, -0.01], [0.00, 0.00, -0.01], [0.00, 0.00, -0.05], [0.01, -0.08, 0.00], [-0.10, 0.00, -0.04], [-0.03, 0.00, 0.04], [0.07, -0.03, -0.05], [0.10, 0.05, 0.13], [-0.17, 0.04, 0.06], [0.03, -0.04, -0.04], [0.02, -0.08, 0.00], [0.05, 0.04, -0.06], [-0.02, -0.03, -0.05], [0.03, 0.06, -0.02], [-0.11, 0.11, -0.08], [-0.02, 0.03, 0.11], [0.01, 0.03, 0.04], [0.01, -0.01, -0.08], [-0.03, 0.03, -0.07], [-0.02, 0.04, -0.05], [0.03, 0.00, 0.02], [-0.04, -0.01, 0.04], [0.01, 0.04, -0.01], [0.00, -0.01, -0.05], [0.04, -0.03, 0.02], [0.02, 0.03, -0.01], [0.00, -0.01, 0.00], [0.01, -0.02, -0.04], [0.01, 0.11, -0.04], [0.01, -0.01, -0.01], [0.02, -0.01, -0.01], [-0.02, -0.07, 0.04], [-0.04, 0.02, -0.01], [0.00, -0.04, 0.01], [0.04, -0.01, -0.03], [-0.06, 0.02, -0.01], [0.05, 0.09, 0.02], [-0.01, -0.03, 0.06], [0.06, -0.01, -0.05], [-0.03, -0.04, 0.02], [0.00, 0.03, 0.04], [0.02, 0.04, 0.01], [-0.01, 0.01, -0.02], [-0.04, -0.01, 0.00], [-0.01, 0.01, -0.03], [0.03, -0.02, 0.01], [0.01, 0.11, -0.01], [-0.02, 0.02, 0.00], [-0.02, -0.02, 0.03], [0.02, -0.02, -0.03], [-0.03, 0.02, 0.00], [0.00, -0.01, 0.00], [0.02, 0.02, 0.00], [-0.01, 0.03, 0.00], [0.03, -0.01, 0.00], [-0.02, -0.03, 0.01], [-0.04, -0.03, 0.02], [0.02, -0.07, -0.03], [-0.03, 0.04, 0.06]]}

***

(2)
{"formula": "C23H41F4N5O4PS", "method": "the ωB97M-V functional and the def2-TZVPD basis", "total_energy_ev": -71142.4974, "charge": -1, "largest_force_ha_per_bohr": 0.079, "species": ["C", "C", "C", "N", "C", "C", "C", "O", "P", "S", "C", "F", "F", "C", "F", "F", "O", "C", "C", "C", "C", "C", "C", "C", "C", "C", "C", "C", "C", "C", "H", "H", "H", "H", "H", "H", "H", "H", "H", "H", "H", "H", "H", "H", "H", "H", "H", "H", "H", "H", "H", "H", "H", "H", "H", "H", "H", "H", "H", "H", "H", "H", "H", "C", "O", "N", "N", "H", "H", "H", "H", "C", "O", "N", "N", "H", "H", "H", "H"], "coordinates": [[-1.710, 0.427, 2.723], [-1.549, 0.794, 1.560], [-1.151, 1.134, 0.077], [0.048, 2.032, 0.037], [-0.105, 3.113, 0.753], [0.820, 3.260, 2.044], [-1.109, 4.286, 0.381], [-2.189, 1.585, -0.801], [-1.553, 1.419, -2.434], [-0.893, 1.056, -4.490], [-2.937, 2.660, -3.057], [-3.642, 2.055, -4.141], [-3.925, 2.859, -2.044], [-2.389, 4.098, -3.439], [-3.519, 4.987, -3.434], [-1.840, 4.168, -4.733], [-0.282, 0.281, -1.976], [-0.593, -0.187, -0.663], [-1.599, -1.388, -0.934], [-2.754, -1.719, -0.156], [0.536, -0.863, 0.229], [1.417, -1.942, -0.596], [2.877, -2.108, -0.002], [2.904, -2.089, 1.601], [3.971, -1.099, -0.578], [3.398, 0.128, -1.409], [3.275, -0.274, -2.943], [2.892, 0.568, -3.968], [2.371, -0.141, -5.307], [2.929, 2.135, -3.809], [-1.625, 0.065, 3.779], [0.655, 2.433, 2.789], [0.667, 4.295, 2.474], [1.892, 3.235, 1.659], [-1.797, 4.560, 1.238], [-1.765, 4.038, -0.504], [-0.465, 5.170, 0.051], [-2.548, 0.423, -2.740], [-0.719, 2.588, -2.407], [-1.314, -0.195, -4.879], [-1.662, 4.539, -2.699], [-1.391, -2.021, -1.853], [-3.756, -1.331, -0.501], [-2.690, -2.304, 0.808], [0.035, -1.396, 1.088], [1.285, -0.134, 0.660], [0.886, -2.941, -0.418], [1.370, -1.777, -1.715], [3.224, -3.159, -0.291], [3.029, -1.030, 1.967], [3.842, -2.664, 1.913], [2.016, -2.631, 2.033], [4.760, -1.612, -1.206], [4.500, -0.651, 0.331], [4.205, 0.940, -1.376], [2.468, 0.604, -0.984], [3.484, -1.363, -3.196], [3.310, -0.318, -5.936], [1.954, -1.154, -5.002], [1.610, 0.477, -5.856], [3.824, 2.502, -4.414], [3.023, 2.471, -2.726], [1.953, 2.559, -4.185], [0.509, -2.490, 4.974], [0.602, -2.241, 3.783], [-0.046, -1.626, 5.862], [0.955, -3.656, 5.516], [-0.133, -1.813, 6.843], [-0.389, -0.753, 5.499], [1.373, -4.322, 4.888], [0.888, -3.880, 6.491], [-3.781, -2.755, 4.076], [-3.348, -1.982, 4.915], [-5.096, -3.093, 3.999], [-2.985, -3.344, 3.148], [-5.471, -3.725, 3.317], [-5.717, -2.675, 4.671], [-2.003, -3.116, 3.174], [-3.319, -3.981, 2.449]], "atomic_forces_ev_per_a": [[0.99, 0.41, -1.10], [-0.08, -0.11, 0.29], [-0.42, -1.02, -1.87], [-1.03, 0.46, 3.89], [0.30, -0.42, -0.41], [0.48, 1.58, -1.72], [-0.07, -0.38, 0.07], [1.64, -0.34, 1.08], [-1.60, -0.73, -1.05], [0.77, 0.14, -1.67], [-0.96, -0.38, -0.26], [0.67, 1.53, 1.53], [1.14, 0.16, -1.64], [-1.67, 0.78, -0.79], [1.65, -0.90, -0.23], [-0.80, -0.24, 2.10], [-0.77, 0.21, 2.17], [1.29, -2.40, 1.43], [-1.26, 0.04, 0.59], [0.68, -0.10, -0.18], [1.57, 0.06, -1.03], [-1.04, -0.58, 0.91], [0.39, -0.71, -0.20], [0.70, -0.58, -0.93], [-0.36, 0.92, 0.78], [1.76, 0.07, -1.20], [-0.80, 1.01, -0.36], [-0.08, -1.17, 1.25], [1.61, 0.27, 0.77], [-0.50, -0.84, -0.11], [-0.58, 0.54, -1.81], [-0.08, 0.81, -1.01], [0.14, -1.22, -0.08], [-1.22, -0.22, 0.61], [0.98, -0.08, -0.82], [0.84, -0.13, 1.13], [-0.74, -0.99, 0.77], [0.37, -0.16, 0.69], [0.46, -0.62, 0.39], [0.01, 0.76, 0.80], [-0.66, -0.71, -0.86], [-0.94, 2.28, -0.13], [0.66, -2.13, -0.54], [0.06, 2.57, -0.10], [0.43, 0.71, -0.87], [-1.15, -0.46, -0.42], [0.73, 1.11, -0.35], [0.32, 0.14, 1.30], [-0.49, 1.27, 0.27], [-0.52, -1.15, -0.15], [-1.11, 0.80, -0.28], [0.93, 0.93, -0.34], [-0.92, 0.45, 0.68], [-0.47, -0.65, -1.17], [-1.00, -0.91, 0.15], [0.77, -0.77, -0.60], [-0.74, 1.26, 0.46], [-1.38, 0.20, 0.36], [0.36, 1.42, -0.56], [0.82, -0.69, 0.65], [-1.25, -0.18, 0.72], [0.06, -0.63, -1.37], [1.14, -0.28, 0.15], [-0.12, 0.23, -0.13], [-0.23, -0.14, 0.10], [0.02, 0.49, 0.16], [0.29, -0.63, 0.01], [-0.07, -0.03, -0.10], [-0.03, -0.18, 0.09], [-0.06, 0.11, 0.09], [-0.03, 0.05, -0.07], [0.30, 0.09, -0.14], [-0.04, 0.08, 0.19], [-0.65, -0.05, 0.26], [0.49, -0.24, -0.01], [0.07, 0.09, 0.00], [0.10, -0.03, -0.14], [-0.07, 0.07, -0.09], [-0.01, 0.10, 0.01]]}

***

(3)
{"formula": "C23H41N12PbS", "method": "the ωB97M-V functional and the def2-TZVPD basis", "total_energy_ev": -58455.1646, "charge": 3, "largest_force_ha_per_bohr": 0.016, "relative_energy_kj_mol": 0.0, "species": ["Pb", "C", "C", "N", "C", "C", "N", "C", "C", "N", "H", "H", "H", "H", "H", "H", "H", "H", "H", "H", "H", "H", "H", "H", "H", "N", "C", "C", "N", "C", "C", "N", "C", "C", "N", "H", "H", "H", "H", "H", "H", "N", "C", "N", "C", "N", "C", "C", "C", "C", "N", "C", "S", "N", "C", "C", "C", "C", "H", "H", "H", "H", "H", "H", "H", "H", "H", "H", "H", "H", "H", "H", "H", "H", "H", "H", "H", "H"], "coordinates": [[1.204, -0.950, 0.432], [4.555, -0.607, 0.985], [4.127, 0.238, -0.212], [3.076, -0.379, -1.056], [3.458, -1.558, -1.859], [3.528, -2.838, -1.029], [2.372, -2.989, -0.122], [2.714, -3.582, 1.185], [3.570, -2.644, 2.073], [3.429, -1.209, 1.740], [5.228, -1.401, 0.669], [5.139, 0.037, 1.644], [3.730, 1.195, 0.132], [5.018, 0.449, -0.811], [2.768, 0.342, -1.702], [2.698, -1.673, -2.634], [4.418, -1.399, -2.356], [3.575, -3.688, -1.712], [4.442, -2.873, -0.442], [1.662, -3.573, -0.572], [1.773, -3.822, 1.679], [3.253, -4.521, 1.050], [3.258, -2.796, 3.105], [4.622, -2.926, 2.024], [3.289, -0.679, 2.592], [-2.324, -3.801, 0.187], [-2.066, -4.247, 1.460], [-0.989, -3.539, 1.894], [-0.591, -2.670, 0.903], [-1.415, -2.856, -0.113], [-1.264, -2.103, -1.349], [-0.270, -1.245, -1.521], [-0.430, -0.704, -2.779], [-1.531, -1.246, -3.361], [-2.049, -2.126, -2.440], [-3.065, -4.151, -0.400], [-2.660, -5.010, 1.933], [-0.498, -3.592, 2.851], [0.247, 0.026, -3.187], [-1.987, -1.089, -4.323], [-2.869, -2.694, -2.590], [0.488, -4.898, -1.526], [0.630, -5.731, -2.322], [0.693, -6.589, -3.296], [1.324, -7.679, -3.399], [1.941, -8.682, -3.522], [-0.001, 6.239, 1.033], [-0.878, 6.551, -0.175], [-1.787, 5.406, -0.625], [-1.084, 4.297, -1.409], [-0.248, 3.410, -0.582], [-0.706, 2.466, 0.223], [0.468, 1.676, 1.273], [-1.990, 2.172, 0.278], [-2.640, 1.227, 1.202], [-3.120, 1.907, 2.478], [-4.143, 3.019, 2.247], [-5.432, 2.543, 1.586], [0.558, 7.121, 1.340], [0.738, 5.458, 0.835], [-0.606, 5.920, 1.885], [-0.263, 6.880, -1.018], [-1.518, 7.399, 0.073], [-2.569, 5.798, -1.279], [-2.291, 4.982, 0.251], [-0.422, 4.726, -2.160], [-1.801, 3.669, -1.946], [0.736, 3.614, -0.503], [-2.616, 2.777, -0.238], [-1.928, 0.435, 1.427], [-3.473, 0.789, 0.651], [-2.252, 2.298, 3.015], [-3.563, 1.131, 3.108], [-3.695, 3.829, 1.660], [-4.375, 3.463, 3.215], [-5.281, 2.212, 0.554], [-6.170, 3.343, 1.555], [-5.871, 1.712, 2.140]], "atomic_forces_ev_per_a": [[0.06, 0.19, 0.05], [0.02, -0.05, 0.01], [0.03, -0.04, 0.00], [-0.02, 0.10, -0.10], [-0.02, -0.02, 0.06], [0.00, 0.00, -0.02], [-0.10, 0.02, 0.01], [0.06, 0.00, -0.02], [0.04, 0.02, -0.04], [-0.19, 0.09, 0.04], [0.00, 0.00, 0.01], [0.02, -0.01, -0.01], [-0.03, -0.01, 0.00], [0.00, 0.04, 0.01], [-0.02, -0.01, 0.00], [0.00, 0.01, -0.01], [0.00, -0.01, -0.01], [0.00, 0.00, 0.00], [-0.01, 0.00, 0.02], [0.00, -0.04, 0.09], [-0.01, 0.01, 0.00], [-0.03, -0.02, -0.01], [0.06, 0.00, 0.02], [0.00, 0.00, -0.02], [0.06, -0.06, 0.05], [-0.01, -0.02, 0.03], [-0.01, -0.02, -0.03], [-0.01, 0.06, -0.01], [-0.02, -0.12, -0.03], [0.01, 0.06, -0.07], [-0.03, -0.01, 0.07], [0.05, -0.12, -0.05], [0.01, -0.01, 0.02], [-0.02, 0.00, 0.00], [0.02, -0.02, -0.03], [0.00, -0.01, 0.00], [-0.01, 0.01, 0.01], [0.00, 0.01, 0.00], [-0.01, 0.01, 0.00], [0.01, -0.01, -0.01], [-0.01, 0.01, 0.00], [0.09, 0.05, -0.09], [0.12, -0.20, 0.19], [-0.53, 0.28, -0.55], [0.54, -0.26, 0.50], [-0.19, 0.07, -0.14], [0.03, -0.03, 0.00], [-0.01, 0.01, 0.02], [0.03, 0.00, 0.00], [0.03, 0.00, 0.07], [-0.02, -0.02, -0.04], [0.02, -0.11, 0.06], [0.09, 0.12, 0.02], [-0.02, -0.01, -0.03], [0.02, 0.01, -0.01], [0.00, 0.02, -0.03], [-0.02, -0.02, 0.04], [0.00, 0.00, -0.03], [-0.02, 0.01, 0.01], [0.01, 0.01, -0.01], [0.00, 0.00, 0.00], [-0.01, 0.00, -0.01], [0.01, 0.01, 0.01], [0.00, 0.00, 0.00], [-0.06, 0.02, -0.03], [-0.01, 0.00, -0.01], [0.01, -0.01, -0.01], [0.00, 0.01, 0.00], [-0.01, -0.02, -0.01], [-0.01, -0.01, -0.02], [-0.01, -0.01, 0.01], [0.00, -0.02, 0.01], [0.01, 0.01, 0.02], [0.01, 0.01, 0.01], [0.00, 0.00, 0.00], [0.01, 0.00, 0.00], [0.00, 0.00, 0.00], [0.00, 0.00, 0.01]]}